C3H3HgO4 as an isolated structure in a non-equilibrium geometry. Source: OMol25; level of theory: ωB97M-V/def2-TZVPD.

```
11
Properties=species:S:1:pos:R:3:forces:R:3
C -2.52073 0.18183 -0.13550 -2.460 -0.938 2.339
C -2.58283 -1.24799 0.07893 0.121 0.581 0.135
O -1.75303 -1.75252 0.89725 -3.107 -3.351 -1.142
O -2.01818 0.78780 0.90681 -3.282 3.262 -2.497
H -3.40964 0.62908 -0.60762 0.828 0.226 -0.434
H -3.46925 -1.81605 -0.23801 0.660 -0.101 -0.425
Hg -0.49797 -0.31959 1.47714 1.990 -0.871 4.841
O 0.91456 0.07033 0.33150 5.669 0.908 -2.246
O 2.01540 0.77340 -1.48891 -2.028 -0.319 0.866
C 0.99393 0.54259 -0.86471 -1.713 0.833 -2.043
H -0.23733 0.71859 -1.31731 3.323 -0.231 0.608
```
Forces are in eV/Å.

- Energy above the lowest of the compared OMol25 structures with the same formula, charge and spin: 89.2 kcal per mole
- LUMO (spin up / spin down): -1.42 / -1.77 eV
- Calculated total energy: -570.288095 Ha
- Net charge: 0
- Spin multiplicity: 2
- HOMO (spin up / spin down): -8.810 / -9.737 eV
- Gap between HOMO and LUMO (spin up / spin down): 7.393 / 7.971 eV

=====

C27H40N8S5Tb as an isolated structure in a non-equilibrium geometry. Source: OMol25; level of theory: ωB97M-V/def2-TZVPD.

```
81
Properties=species:S:1:pos:R:3:forces:R:3
Tb 8.04963 11.75446 9.83126 1.858 0.796 -0.927
C 8.82491 5.24812 17.31997 0.576 -0.333 0.813
C 9.97845 6.16107 17.80866 -0.829 1.441 -1.267
S 10.59695 7.19870 16.40550 0.633 0.580 0.302
C 9.95552 8.89829 16.75898 0.348 -1.936 3.066
C 8.48122 9.12508 16.89342 -1.555 -0.381 -0.359
S 7.51524 8.65257 15.35589 0.032 2.227 -0.107
C 6.02605 7.87276 16.02805 0.287 1.567 0.343
C 6.39572 6.41644 16.16948 -0.461 -1.454 0.505
S 8.11886 5.99391 15.84210 -0.526 -1.134 -0.391
H 8.10955 5.13998 18.15368 0.078 -0.204 -0.571
H 9.32622 4.26507 17.12022 -1.007 0.656 -0.124
H 10.84753 5.57671 17.99751 0.532 -0.306 1.014
H 9.62617 6.84702 18.60570 0.642 -0.564 -0.189
H 10.42978 9.50587 16.06006 0.796 1.143 -1.172
H 10.40136 9.05000 17.79569 -0.428 0.483 -1.303
H 8.22042 10.19028 17.01302 0.450 -0.401 0.283
H 8.08648 8.57221 17.78071 0.127 0.292 -0.811
H 5.22954 8.04810 15.29017 0.340 -0.256 0.091
H 5.67267 8.45208 16.93734 0.623 -1.033 -0.746
H 5.81161 5.82683 15.48708 -0.333 -0.158 -0.452
H 6.16403 5.99290 17.11830 -0.331 -0.148 0.995
C 5.69361 12.71739 12.16338 -1.104 1.828 0.952
C 5.14057 12.72790 10.76181 0.894 -1.158 -1.465
N 5.98346 12.83658 9.73433 -2.474 -0.784 -0.842
C 5.36416 12.37724 8.54107 -1.879 0.445 -0.137
C 4.01171 12.13590 8.66439 0.744 0.201 0.058
S 3.55240 12.17041 10.29500 0.499 0.870 0.818
C 6.00166 11.98174 7.25401 1.722 -0.691 0.264
C 5.48348 11.88749 5.99524 0.605 1.147 -0.589
S 6.72949 11.34427 4.86796 -0.495 -0.593 1.816
C 7.76267 10.94818 6.23907 -2.144 1.558 1.200
N 7.29262 11.38964 7.39755 -0.997 0.412 -1.723
C 8.99540 10.20348 6.10892 1.940 -0.113 -1.327
H 7.47710 12.49306 13.08246 0.337 -0.495 0.675
H 5.37064 11.85730 12.75346 0.523 -0.569 -0.601
H 5.11197 13.47496 12.72320 0.407 0.290 -0.200
H 3.27431 11.97467 7.87462 0.470 -0.316 0.377
H 4.55845 12.32610 5.58895 0.595 -0.367 0.409
H 9.88766 10.82629 6.39463 -0.786 -0.570 -0.322
H 9.07107 9.91200 5.04255 0.440 0.158 0.536
H 9.03713 9.27496 6.66896 -0.313 0.005 0.400
C 10.97650 12.44119 10.46332 0.113 1.992 -0.313
C 9.90002 12.87374 11.48591 0.850 -1.085 0.025
C 10.65928 13.27512 12.76404 -0.571 -1.469 2.167
C 9.00268 14.00463 11.09421 -2.718 1.538 1.007
C 9.27005 15.03747 10.19095 -0.934 0.180 0.207
C 8.44924 16.19045 10.12778 -0.917 0.001 1.572
C 7.44028 16.40664 11.10289 1.091 -0.591 -1.775
C 7.13890 15.41616 12.03129 0.718 -0.496 0.967
C 6.46376 15.92860 13.31534 -0.291 1.530 -1.818
C 6.53485 15.09410 14.54220 -1.544 1.069 1.167
C 5.02836 16.42186 13.05344 -0.822 0.781 0.801
C 7.76239 14.15339 11.91803 1.321 0.745 -2.206
N 7.14668 12.91480 12.24448 -0.721 -0.490 0.331
H 11.64523 11.77819 10.97296 0.228 -0.760 -0.191
H 11.61279 13.30181 10.10101 -0.717 -0.594 0.679
H 10.56550 12.06210 9.53599 0.071 -0.643 -0.274
H 9.23091 11.95440 11.73492 1.388 1.248 0.169
H 10.94866 14.31904 12.78389 -0.145 0.151 -0.062
H 11.57598 12.66819 12.94435 -0.557 0.335 -0.460
H 10.02534 13.01376 13.69039 0.737 0.837 -1.261
H 9.99900 14.88449 9.42339 0.787 0.177 -0.055
H 8.62397 17.03777 9.48181 0.284 -0.366 -0.509
H 6.80354 17.30264 11.04622 0.688 -0.250 0.309
H 7.04291 16.90604 13.49676 -0.652 -1.459 0.025
H 6.10396 14.12076 14.44953 -0.094 -0.786 -0.171
H 5.84037 15.62957 15.25373 1.024 -0.682 -0.226
H 7.51251 15.05554 14.95863 0.826 -0.230 0.375
H 4.30180 15.63648 12.65850 0.965 1.082 0.477
H 5.01806 17.36397 12.43869 -0.104 -1.215 0.147
H 4.69595 16.79294 14.06920 -0.220 -0.510 -1.144
N 8.81828 7.37688 9.31287 -0.042 1.621 1.221
N 7.85393 8.16172 10.02121 -0.629 -0.543 -0.305
N 6.86907 7.80021 10.90870 -0.171 0.122 0.850
C 6.31486 8.96294 11.27270 2.400 -0.937 -1.707
N 6.87668 10.02787 10.62161 -2.361 -2.092 2.097
N 7.83327 9.49801 9.82539 1.710 -0.054 -1.462
H 8.56476 6.39462 9.29167 -0.161 0.254 0.355
H 9.73596 7.54950 9.78943 -1.028 -0.709 -0.398
H 5.64469 9.00416 12.09839 -0.636 0.166 0.096
```
Forces are in eV/Å.

- LUMO (spin up / spin down): -2.45 / -2.40 eV
- Calculated total energy: -4305.709224 Ha
- Net charge: +1
- Spin multiplicity: 7
- HOMO (spin up / spin down): -7.176 / -8.757 eV
- Gap between HOMO and LUMO (spin up / spin down): 4.730 / 6.352 eV